[1]
The following is a quantum chemistry calculation of C5H11F6N6O7RhS as an isolated structure at a distorted geometry, from the OMol25 dataset.

XYZ file:
```
37
Properties=species:S:1:pos:R:3:lowdin_charge:R:1
Rh 0.234 -0.496 -0.368 1.367
N -1.951 0.604 -0.082 0.008
N -2.608 0.623 -1.306 0.007
C -1.941 0.292 -2.437 -0.395
N -2.669 0.100 -3.527 0.222
N -0.610 0.273 -2.338 0.064
N 0.155 0.059 -3.483 -0.404
O 1.339 0.267 -3.351 0.067
O -0.371 -0.141 -4.576 0.052
H -2.326 -0.118 0.518 0.094
H -1.946 1.514 0.356 0.102
H -3.605 0.508 -1.304 0.154
H -3.670 0.049 -3.472 0.128
H -2.176 -0.208 -4.350 0.094
O -0.843 -4.262 -0.953 -0.255
S -0.461 -2.899 -0.827 0.299
O 0.296 -2.564 0.449 -0.403
O -1.607 -1.916 -0.775 -0.392
O 0.431 -2.355 -1.903 -0.396
N 2.446 -0.806 -0.768 0.042
H 2.387 -1.683 -1.276 0.045
H 3.084 -0.881 0.011 0.059
H 2.736 -0.075 -1.403 0.048
C 1.794 -0.195 2.707 0.018
C 0.945 0.978 2.212 -0.446
O 0.811 1.033 0.835 -0.248
C 1.644 2.292 2.631 -0.572
F 2.797 2.408 1.955 0.156
F 0.913 3.381 2.368 0.166
F 1.941 2.304 3.941 0.155
C -0.451 0.880 2.873 -0.556
F -1.300 1.839 2.450 0.139
F -0.407 0.937 4.205 0.176
F -1.018 -0.300 2.532 0.131
H 2.819 -0.054 2.367 0.095
H 1.398 -1.122 2.294 0.076
H 1.791 -0.266 3.793 0.101
```

2S+1: 5
Total energy, Ha: -2160.1482

[2]
The following is a quantum chemistry calculation of an isolated ion of composition C5H11FIS2 and charge +1 at a distorted geometry, from the OMol25 dataset.

XYZ file:
```
20
Properties=species:S:1:pos:R:3:lowdin_charge:R:1
F 2.444 1.626 -0.626 -0.051
C 2.929 0.677 0.262 -0.220
C 2.371 -0.759 -0.008 -0.344
S 0.642 -0.789 -0.628 0.780
S -0.068 -2.673 0.005 0.488
C -0.406 0.480 0.199 -0.413
C -1.726 0.651 -0.650 -0.320
C -3.064 0.520 0.159 -0.616
I -3.164 -1.152 1.530 0.803
H 4.036 0.634 0.100 0.140
H 2.804 0.999 1.325 0.137
H 2.484 -1.403 0.899 0.108
H 3.010 -1.220 -0.803 0.112
H -1.222 -2.797 -0.732 -0.121
H 0.155 1.450 0.142 0.100
H -0.569 0.287 1.284 0.072
H -1.710 1.686 -1.080 0.126
H -1.727 -0.044 -1.521 0.099
H -3.321 1.450 0.715 0.061
H -3.898 0.375 -0.572 0.058
```

Charge: +1
Total energy, Ha: -1390.7396

[3]
The following is a quantum chemistry calculation of a 2-piece molecular cluster, C5H11FN overall at a distorted geometry, from the OMol25 dataset.

XYZ file:
```
18
Properties=species:S:1:pos:R:3:lowdin_charge:R:1
C 3.561 -0.908 0.326 0.051
C 2.652 -0.174 -0.186 -0.177
C -2.465 -0.195 -0.477 0.017
C -0.976 1.189 0.635 -0.084
C -0.021 -0.877 -0.373 0.146
N -1.019 0.250 -0.427 -0.243
F 2.328 1.019 -0.469 0.115
H 4.534 -0.581 0.620 0.085
H 3.251 -1.886 0.298 0.045
H -2.976 0.801 -0.361 0.112
H -2.956 -0.858 -1.229 0.131
H -2.522 -0.636 0.544 0.112
H 0.040 1.737 0.810 0.147
H -1.778 1.994 0.688 0.128
H -1.336 0.786 1.614 0.124
H 0.329 -1.154 -1.289 0.053
H 0.173 -1.182 0.590 0.062
H -0.819 0.676 -1.315 0.174
```

Charge: +1
Relative energy (zero: lowest compared OMol25 entry of this formula, charge and spin), kJ/mol: 697.2